1.
{
  "formula": "C8H14BrFInO5",
  "method": "ωB97M-V/def2-TZVPD",
  "relative_energy_kcal_mol": 0.0,
  "total_charge": -1,
  "elements": ["In", "Br", "F", "O", "O", "O", "O", "O", "C", "C", "C", "C", "C", "C", "C", "C", "H", "H", "H", "H", "H", "H", "H", "H", "H", "H", "H", "H", "H", "H"],
  "positions_angstrom": [[-1.22047, 2.88593, 1.05760], [-2.63701, -0.12365, -0.66252], [3.39353, -2.88719, -3.94919], [-0.59136, -1.51348, -2.52103], [-4.87397, 0.80164, 0.60130], [1.47210, -0.99225, -1.80293], [1.23893, -2.28253, -3.61041], [0.93929, 0.72761, 1.96464], [-2.94137, 1.61452, 1.75059], [2.58333, -1.84946, -3.60129], [-0.45845, -1.16738, 2.48422], [0.76969, 1.83736, 1.04690], [0.50166, -0.50904, 1.48340], [-3.66875, 0.85232, 0.71142], [2.78164, -1.42550, -2.16404], [0.57894, -1.58921, -2.62426], [0.03449, -1.98502, 2.99676], [3.50066, -0.61945, -2.04527], [-1.16021, 4.30597, 2.15570], [1.36342, -1.17139, 1.36514], [0.03209, -0.42462, 0.51326], [2.70765, -1.04672, -4.33007], [3.07507, -2.26869, -1.53665], [-1.52035, 3.49013, -0.60569], [-1.36596, -1.49436, 1.99876], [1.51132, 2.56203, 1.35857], [-2.65313, 0.91448, 2.52672], [1.00076, 1.53029, 0.02822], [-3.69850, 2.25601, 2.17617], [-0.69503, -0.42838, 3.23397]],
  "forces_ev_per_a": [[0.300, 0.356, -0.228], [0.155, -0.021, 0.233], [-0.071, 0.034, 0.003], [-0.157, -0.222, -0.141], [1.438, -0.002, -0.253], [0.147, -0.030, -0.070], [0.127, 0.268, -0.105], [0.232, 0.320, -0.087], [0.069, -0.344, -0.736], [-0.137, -0.280, 0.084], [0.486, 0.259, -0.180], [-0.644, -0.080, 0.349], [-0.138, -0.351, 0.403], [-2.039, 0.403, 0.485], [0.097, 0.165, 0.146], [0.076, 0.044, 0.131], [-0.087, -0.352, 0.086], [-0.154, 0.120, 0.041], [-0.039, -0.220, 0.009], [0.280, -0.063, -0.174], [-0.189, 0.197, -0.284], [0.110, -0.071, -0.073], [0.010, -0.090, -0.104], [-0.044, -0.137, 0.183], [-0.290, -0.243, -0.046], [0.257, 0.252, -0.008], [0.505, -0.208, 0.072], [0.210, -0.188, -0.198], [-0.262, 0.218, 0.232], [-0.247, 0.265, 0.232]],
  "lowdin_charge": [0.429, 0.685, 0.060, 0.132, -0.045, 0.067, 0.125, -0.264, -0.309, -0.319, -0.070, -0.317, -0.327, -0.875, -0.053, -0.539, 0.056, 0.140, -0.136, 0.101, 0.049, 0.170, 0.144, -0.120, 0.048, 0.018, 0.033, 0.018, 0.031, 0.065]
}


2.
{
  "formula": "C8H14BrOP",
  "method": "ωB97M-V/def2-TZVPD",
  "relative_energy_kcal_mol": 107.4,
  "elements": ["Br", "P", "O", "C", "C", "C", "C", "C", "C", "C", "C", "H", "H", "H", "H", "H", "H", "H", "H", "H", "H", "H", "H", "H", "H"],
  "positions_angstrom": [[-4.15672, -0.86161, -0.19257], [-1.23892, -0.36832, 1.73256], [-0.22031, -1.83672, -0.54117], [1.11790, 2.39253, 1.31704], [-1.01694, 2.51216, -0.17929], [1.14153, 1.69890, -1.13641], [-1.91738, -3.62612, 0.08553], [-0.39897, -0.83958, 0.20133], [0.28446, 1.80575, 0.10970], [-0.14142, 0.43655, 0.53327], [-0.56215, -3.22279, -0.35866], [1.95832, 0.90943, -1.29063], [-0.45687, -3.50656, -1.36584], [0.20154, -3.75725, 0.26983], [1.72530, 2.55559, -1.40337], [-2.09548, -3.24624, 1.15424], [-0.92148, 3.52252, -0.63704], [0.59491, 2.43380, 2.29441], [1.31588, 3.54385, 1.13693], [0.48247, 1.57534, -2.13856], [-1.97945, -4.75374, 0.13898], [-1.50079, 2.66434, 0.78223], [-1.63086, 1.86292, -0.85233], [2.18159, 1.94200, 1.51686], [-2.64820, -3.17530, -0.62957]],
  "forces_ev_per_a": [[0.906, 0.330, 0.575], [0.777, 0.364, -2.657], [0.936, 0.424, -1.449], [1.481, 2.351, 0.078], [-0.677, 0.739, -0.395], [0.084, -1.416, -4.006], [-1.305, 0.677, 1.447], [-1.264, -0.082, 3.170], [1.922, -0.805, 0.897], [-1.352, -0.646, 0.772], [0.941, -1.471, 0.872], [-1.431, 0.463, 1.082], [0.432, -0.894, -1.140], [-0.255, 1.002, -0.558], [0.018, 1.167, 0.444], [-0.170, -0.526, -1.598], [0.304, -0.736, 0.179], [-0.048, -0.534, -0.645], [-0.287, -2.202, -0.010], [1.108, 0.061, 2.401], [0.149, 1.250, -0.308], [-0.521, -0.083, -0.063], [0.252, 0.674, 0.643], [-2.143, 0.476, -0.721], [0.143, -0.582, 0.989]],
  "nbo_charge": [-0.798, 0.834, -0.448, -0.613, -0.594, -0.623, -0.656, 0.191, -0.159, -0.229, -0.057, 0.229, 0.200, 0.184, 0.228, 0.216, 0.228, 0.222, 0.223, 0.222, 0.234, 0.218, 0.246, 0.230, 0.271]
}


3.
{
  "formula": "C8H14F3NO4S",
  "method": "ωB97M-V/def2-TZVPD",
  "relative_energy_kcal_mol": 0.0,
  "elements": ["S", "F", "F", "F", "O", "O", "O", "O", "N", "C", "C", "C", "C", "C", "C", "C", "C", "H", "H", "H", "H", "H", "H", "H", "H", "H", "H", "H", "H", "H", "H"],
  "positions_angstrom": [[0.69526, 2.83157, -1.34108], [-1.46970, 3.76591, -2.52036], [-0.89407, 1.78959, -3.17267], [0.21783, 3.51777, -3.83470], [1.10247, 4.17432, -1.05213], [-0.16442, 2.22428, -0.32333], [1.74676, 1.94395, -1.79356], [-2.84930, -0.08171, 0.25530], [0.27002, -0.34657, 0.40841], [-3.40944, -0.79384, 1.55307], [0.76753, -1.12553, -0.74256], [-1.99822, -0.09521, 1.27192], [2.14710, -1.56143, 1.20290], [-0.84940, -1.08502, 1.07284], [1.47733, -2.28415, -0.01011], [1.42139, -0.16207, 1.31285], [-0.41923, 2.98883, -2.79178], [-0.61026, -1.41405, 2.08210], [0.00844, -1.43169, -1.45215], [1.58508, -0.56849, -1.19793], [-1.78890, 0.81664, 1.82954], [0.85745, -3.14751, 0.23142], [3.18099, -1.43919, 0.89975], [-4.14348, -1.32825, 0.94407], [1.99343, -2.00645, 2.18014], [-2.83808, -1.75887, 1.75030], [2.09388, 0.64711, 1.05151], [1.04006, -0.04558, 2.32198], [-0.13916, 0.53662, 0.06179], [2.25516, -2.70361, -0.64653], [-1.28647, -1.85735, 0.44900]],
  "forces_ev_per_a": [[0.812, 0.273, -0.008], [-0.024, 0.022, 0.147], [0.047, -0.130, 0.094], [0.174, 0.010, -0.011], [-0.220, 0.102, 0.011], [-0.510, -0.486, 0.287], [-0.174, -0.380, -0.018], [0.798, -0.813, -0.812], [-1.246, -0.203, -0.432], [1.905, -1.321, -0.259], [1.595, -1.310, 0.503], [-1.069, 1.136, 0.605], [-0.933, 0.678, -0.599], [-1.051, 1.128, 0.953], [0.409, -0.129, -0.025], [0.809, -1.371, 0.342], [-0.242, 0.019, -0.189], [0.605, -0.456, -0.265], [-0.227, 0.338, 0.058], [-0.528, 0.505, -0.343], [-0.085, 0.105, -0.137], [-0.329, 0.299, 0.280], [0.216, 0.120, 0.717], [-1.522, 1.058, 1.039], [0.529, -0.674, -0.204], [-0.299, -0.214, -0.928], [-0.490, 0.291, -0.419], [0.035, 0.416, -0.010], [0.528, 1.143, -0.206], [-0.007, 0.090, -0.090], [0.496, -0.244, -0.084]],
  "nbo_charge": [2.353, -0.317, -0.334, -0.314, -0.949, -1.050, -1.008, -0.451, -0.403, -0.387, -0.226, 0.201, -0.429, -0.288, -0.429, -0.215, 0.687, 0.230, 0.240, 0.260, 0.226, 0.215, 0.236, 0.312, 0.224, 0.154, 0.260, 0.211, 0.512, 0.234, 0.245]
}


4.
{
  "formula": "C8H14FIN",
  "method": "ωB97M-V/def2-TZVPD",
  "relative_energy_kcal_mol": 7.1,
  "total_charge": 1,
  "smiles": "CC[C@@H](I)[C@H](C)C(C)=[N+]=CF",
  "elements": ["I", "F", "N", "C", "C", "C", "C", "C", "C", "C", "C", "H", "H", "H", "H", "H", "H", "H", "H", "H", "H", "H", "H", "H", "H"],
  "positions_angstrom": [[3.12210, 0.57379, -0.01150], [-3.42557, 0.79474, -1.09606], [-1.95003, 1.72573, 0.28308], [0.08932, 0.36759, 0.94518], [0.89127, -1.41963, -0.81179], [1.32372, -0.58674, 0.38431], [-0.68023, 1.39142, 0.11891], [-0.88295, -0.50158, 1.75296], [1.86138, -2.56577, -1.07156], [-3.11985, 1.61281, -0.12132], [0.06746, 2.29883, -0.76864], [-3.95198, 2.18084, 0.27717], [-0.57578, 2.74170, -1.52741], [1.54406, -3.13313, -1.94188], [1.57212, -1.21663, 1.23438], [2.86186, -2.18929, -1.26535], [-1.49585, 0.12373, 2.40142], [1.89900, -3.23767, -0.21774], [0.47692, 3.12641, -0.18195], [0.81120, -0.79847, -1.70850], [-0.09670, -1.83902, -0.60992], [0.92269, 1.80495, -1.22852], [0.62101, 1.01834, 1.65907], [-1.54142, -1.08137, 1.11025], [-0.34376, -1.19158, 2.39542]],
  "forces_ev_per_a": [[-0.343, -0.351, 0.177], [0.008, 0.016, 0.036], [1.777, -1.338, 0.190], [0.057, -0.719, 0.597], [0.428, -0.132, -0.016], [-1.662, 1.661, -0.451], [0.116, 0.406, -0.103], [0.022, 0.162, 0.011], [-0.143, 0.095, -0.141], [-0.103, 0.046, -0.019], [0.150, 0.211, -0.655], [-0.027, -0.030, 0.030], [-0.055, -0.013, 0.023], [0.000, -0.103, -0.042], [0.006, 0.141, 0.048], [0.121, -0.008, -0.014], [-0.082, -0.023, 0.010], [0.039, -0.091, 0.075], [0.018, -0.059, 0.171], [-0.053, 0.077, 0.081], [-0.098, 0.054, 0.071], [-0.076, -0.048, 0.069], [-0.122, 0.151, -0.081], [-0.036, -0.072, -0.066], [0.058, -0.033, 0.000]],
  "nbo_charge": [0.133, -0.260, -0.419, -0.341, -0.460, -0.245, 0.584, -0.623, -0.608, 0.608, -0.720, 0.215, 0.255, 0.232, 0.233, 0.222, 0.230, 0.213, 0.298, 0.211, 0.215, 0.276, 0.290, 0.220, 0.243]
}


What did the first record say?
{
  "formula": "C8H14BrFInO5",
  "method": "ωB97M-V/def2-TZVPD",
  "relative_energy_kcal_mol": 0.0,
  "total_charge": -1,
  "elements": ["In", "Br", "F", "O", "O", "O", "O", "O", "C", "C", "C", "C", "C", "C", "C", "C", "H", "H", "H", "H", "H", "H", "H", "H", "H", "H", "H", "H", "H", "H"],
  "positions_angstrom": [[-1.22047, 2.88593, 1.05760], [-2.63701, -0.12365, -0.66252], [3.39353, -2.88719, -3.94919], [-0.59136, -1.51348, -2.52103], [-4.87397, 0.80164, 0.60130], [1.47210, -0.99225, -1.80293], [1.23893, -2.28253, -3.61041], [0.93929, 0.72761, 1.96464], [-2.94137, 1.61452, 1.75059], [2.58333, -1.84946, -3.60129], [-0.45845, -1.16738, 2.48422], [0.76969, 1.83736, 1.04690], [0.50166, -0.50904, 1.48340], [-3.66875, 0.85232, 0.71142], [2.78164, -1.42550, -2.16404], [0.57894, -1.58921, -2.62426], [0.03449, -1.98502, 2.99676], [3.50066, -0.61945, -2.04527], [-1.16021, 4.30597, 2.15570], [1.36342, -1.17139, 1.36514], [0.03209, -0.42462, 0.51326], [2.70765, -1.04672, -4.33007], [3.07507, -2.26869, -1.53665], [-1.52035, 3.49013, -0.60569], [-1.36596, -1.49436, 1.99876], [1.51132, 2.56203, 1.35857], [-2.65313, 0.91448, 2.52672], [1.00076, 1.53029, 0.02822], [-3.69850, 2.25601, 2.17617], [-0.69503, -0.42838, 3.23397]],
  "forces_ev_per_a": [[0.300, 0.356, -0.228], [0.155, -0.021, 0.233], [-0.071, 0.034, 0.003], [-0.157, -0.222, -0.141], [1.438, -0.002, -0.253], [0.147, -0.030, -0.070], [0.127, 0.268, -0.105], [0.232, 0.320, -0.087], [0.069, -0.344, -0.736], [-0.137, -0.280, 0.084], [0.486, 0.259, -0.180], [-0.644, -0.080, 0.349], [-0.138, -0.351, 0.403], [-2.039, 0.403, 0.485], [0.097, 0.165, 0.146], [0.076, 0.044, 0.131], [-0.087, -0.352, 0.086], [-0.154, 0.120, 0.041], [-0.039, -0.220, 0.009], [0.280, -0.063, -0.174], [-0.189, 0.197, -0.284], [0.110, -0.071, -0.073], [0.010, -0.090, -0.104], [-0.044, -0.137, 0.183], [-0.290, -0.243, -0.046], [0.257, 0.252, -0.008], [0.505, -0.208, 0.072], [0.210, -0.188, -0.198], [-0.262, 0.218, 0.232], [-0.247, 0.265, 0.232]],
  "lowdin_charge": [0.429, 0.685, 0.060, 0.132, -0.045, 0.067, 0.125, -0.264, -0.309, -0.319, -0.070, -0.317, -0.327, -0.875, -0.053, -0.539, 0.056, 0.140, -0.136, 0.101, 0.049, 0.170, 0.144, -0.120, 0.048, 0.018, 0.033, 0.018, 0.031, 0.065]
}